(1)
DFT (ωB97M-V with the def2-TZVPD basis set) results for C23H34N4O2 in the gas phase.

For the HOMO energy, the calculation gives -7.77 eV. The HOMO-LUMO gap is 8.58 eV. The SMILES is O=C1CCCCN1CCC(=O)N1CCC[C@@H](N2CCN(c3ccccc3)CC2)C1. As for the charge: 0. For the largest force on an atom, the calculation gives 0.0111 Eh/bohr.

Positions of all 63 atoms, in Å:
O -1.450 -3.651 -3.125
C -1.945 -3.623 -2.010
C -1.334 -4.341 -0.824
C -1.166 -3.418 0.387
C -2.384 -2.500 0.561
C -3.535 -2.945 -0.341
N -3.095 -2.983 -1.717
C -3.838 -2.283 -2.750
C -2.988 -1.218 -3.453
C -2.446 -0.230 -2.434
O -3.026 -0.021 -1.380
N -1.302 0.423 -2.746
C -0.458 0.181 -3.895
C 0.695 -0.748 -3.507
C 1.480 -0.131 -2.350
C 0.537 0.180 -1.182
N 1.264 0.646 -0.017
C 0.541 0.517 1.234
C 1.525 0.711 2.385
N 2.126 2.025 2.302
C 2.614 2.628 3.455
C 1.803 2.700 4.593
C 2.235 3.342 5.735
C 3.483 3.941 5.779
C 4.292 3.885 4.659
C 3.871 3.236 3.513
C 2.815 2.193 1.044
C 1.820 1.982 -0.100
C -0.593 1.107 -1.684
H -0.375 -4.759 -1.130
H -1.997 -5.171 -0.565
H -1.017 -4.033 1.277
H -0.262 -2.820 0.255
H -2.139 -1.474 0.284
H -2.723 -2.493 1.598
H -3.901 -3.934 -0.033
H -4.353 -2.229 -0.256
H -4.705 -1.817 -2.283
H -4.175 -3.008 -3.499
H -3.603 -0.690 -4.184
H -2.179 -1.733 -3.965
H -1.036 -0.228 -4.721
H -0.056 1.150 -4.215
H 1.349 -0.900 -4.367
H 0.290 -1.719 -3.215
H 2.261 -0.811 -2.009
H 1.960 0.787 -2.697
H 0.064 -0.765 -0.887
H 0.106 -0.483 1.297
H -0.269 1.260 1.326
H 1.011 0.590 3.337
H 2.304 -0.066 2.308
H 0.815 2.266 4.575
H 1.586 3.383 6.598
H 3.818 4.445 6.673
H 5.271 4.342 4.676
H 4.538 3.192 2.666
H 3.207 3.209 0.979
H 3.643 1.475 0.933
H 2.344 2.101 -1.048
H 1.038 2.757 -0.024
H -1.304 1.321 -0.885
H -0.184 2.044 -2.071

Atomic partial charges in e from the Löwdin method, atoms 1 to 6:
1 O 0.043
2 C -0.459
3 C -0.091
4 C -0.174
5 C -0.163
6 C -0.150

=====

(2)
DFT (ωB97M-V with the def2-TZVPD basis set) results for C23H34N4O2 in the gas phase.

For the HOMO energy, the calculation gives -8.13 eV. The HOMO-LUMO gap is 8.76 eV. The SMILES is COc1ccccc1-n1cc(CN2CCN(C3CCCCC3)[C@H](CCO)C2)cn1. As for the charge: 0. For the largest force on an atom, the calculation gives 0.0156 Eh/bohr.

Positions of all 63 atoms, in Å:
C -4.848 -3.242 -0.311
O -4.600 -1.891 -0.007
C -5.556 -0.962 -0.310
C -6.804 -1.283 -0.830
C -7.723 -0.294 -1.140
C -7.408 1.037 -0.941
C -6.174 1.371 -0.417
C -5.244 0.392 -0.091
N -4.013 0.811 0.426
C -3.119 0.136 1.191
C -2.090 1.003 1.478
C -0.857 0.755 2.278
N 0.327 1.070 1.497
C 1.539 1.085 2.287
C 2.683 1.615 1.417
N 2.882 0.895 0.171
C 3.877 -0.170 0.171
C 4.507 -0.318 -1.221
C 5.692 -1.279 -1.170
C 5.252 -2.647 -0.659
C 4.603 -2.514 0.714
C 3.419 -1.553 0.661
C 1.628 0.670 -0.540
C 1.169 1.953 -1.255
C 2.217 2.492 -2.230
O 3.347 3.020 -1.586
C 0.499 0.170 0.376
C -2.454 2.197 0.823
N -3.605 2.067 0.206
H -5.043 -3.385 -1.378
H -5.685 -3.640 0.271
H -3.937 -3.773 -0.038
H -7.070 -2.313 -1.003
H -8.684 -0.575 -1.543
H -8.118 1.810 -1.188
H -5.893 2.400 -0.255
H -3.277 -0.878 1.489
H -0.853 -0.292 2.635
H -0.855 1.412 3.155
H 1.401 1.757 3.138
H 1.781 0.080 2.683
H 3.614 1.606 1.987
H 2.448 2.655 1.168
H 4.671 0.172 0.848
H 4.837 0.658 -1.578
H 3.769 -0.703 -1.927
H 6.130 -1.375 -2.165
H 6.460 -0.873 -0.506
H 6.112 -3.318 -0.601
H 4.535 -3.082 -1.359
H 4.268 -3.493 1.064
H 5.341 -2.140 1.428
H 2.976 -1.469 1.656
H 2.662 -1.953 -0.018
H 1.808 -0.093 -1.304
H 0.934 2.715 -0.512
H 0.256 1.731 -1.808
H 2.515 1.689 -2.923
H 1.792 3.309 -2.821
H 3.587 2.373 -0.901
H -0.433 0.140 -0.193
H 0.716 -0.857 0.726
H -1.913 3.120 0.785

Atomic partial charges in e from the Löwdin method, atoms 1 to 6:
1 C -0.078
2 O -0.107
3 C -0.200
4 C -0.027
5 C -0.088
6 C -0.088

=====

(3)
DFT (ωB97M-V with the def2-TZVPD basis set) results for a 3-piece molecular cluster, C23H34N4O3 overall.

For the HOMO energy, the calculation gives -8.78 eV. The HOMO-LUMO gap is 8.09 eV. As for the charge: 0. For the largest force on an atom, the calculation gives 0.3808 Eh/bohr.

Positions of all 64 atoms, in Å:
C 5.689 -5.656 -5.068
H 6.516 -6.134 -4.994
C 4.410 -6.588 -4.503
C 3.073 -5.949 -4.811
C 2.753 -4.727 -4.047
C 1.542 -4.248 -4.082
N 1.441 -3.070 -3.215
C 1.442 -1.965 -3.656
O 1.878 -1.801 -4.790
N 1.314 -0.788 -2.783
C 0.939 -1.117 -1.348
C 0.667 -0.001 -0.681
C 0.166 0.105 0.482
C 0.059 -1.297 1.240
C 0.091 -2.415 0.297
C 0.773 -2.217 -0.998
C 0.846 -3.264 -1.910
O 0.689 -4.510 -1.496
H -0.089 -3.391 0.842
H -0.160 -1.373 2.230
C 0.031 1.119 1.504
O 0.528 1.019 2.796
N -0.294 2.252 1.057
H -0.533 2.236 0.073
C -0.880 3.299 1.792
H 0.022 3.595 2.600
H -0.580 4.497 0.958
C -2.124 3.328 2.470
N -2.220 4.616 3.068
C -3.486 5.418 2.678
C -4.893 4.609 3.228
C -4.931 4.396 4.585
C -3.567 3.681 5.115
H -3.536 3.633 6.029
H -3.574 2.697 4.559
C -2.318 4.348 4.750
C -1.200 3.762 5.021
H 0.054 4.475 4.812
H -0.881 2.753 4.719
H -0.900 3.651 6.195
H -2.261 5.608 5.011
H -4.585 5.333 5.234
H -5.653 3.850 4.864
H -5.644 5.385 2.748
H -4.979 3.594 2.606
H -3.601 5.464 1.608
C -3.445 6.962 3.040
H -2.475 7.395 2.815
H -3.753 6.901 4.176
H -4.074 7.278 2.483
H -2.852 3.287 1.551
H -2.200 2.477 2.968
H 0.776 1.202 -0.933
H 1.617 0.204 -3.141
H 0.812 -4.895 -3.661
H 1.443 -3.914 -4.861
H 3.032 -5.110 -2.929
H 3.672 -4.043 -4.164
H 2.989 -5.714 -5.749
H 2.562 -6.551 -4.435
H 4.426 -7.490 -5.286
H 4.723 -6.832 -3.562
H 5.628 -4.827 -4.480
H 5.629 -5.451 -6.229

Atomic partial charges in e from the Löwdin method, atoms 1 to 6:
1 C -0.049
2 H -0.028
3 C -0.139
4 C -0.205
5 C -0.215
6 C -0.147

=====

For reference, relative energy (zero: lowest compared OMol25 entry of this formula, charge and spin) by record: 17.3; 64.4; 603.3 kcal/mol.